1.
{"formula": "C26H65AsF6NO16P3S2", "method": "ωB97M-V/def2-TZVPD", "elements": ["N", "H", "H", "H", "H", "As", "F", "F", "F", "F", "F", "F", "C", "C", "C", "S", "O", "O", "C", "H", "H", "H", "H", "H", "H", "H", "H", "C", "C", "C", "S", "O", "O", "C", "H", "H", "H", "H", "H", "H", "H", "H", "C", "C", "O", "P", "O", "O", "C", "C", "O", "C", "C", "H", "H", "H", "H", "H", "H", "H", "H", "H", "H", "H", "H", "H", "H", "H", "C", "C", "O", "P", "O", "O", "C", "C", "O", "C", "C", "H", "H", "H", "H", "H", "H", "H", "H", "H", "H", "H", "H", "H", "H", "H", "C", "C", "O", "P", "O", "O", "C", "C", "O", "C", "C", "H", "H", "H", "H", "H", "H", "H", "H", "H", "H", "H", "H", "H", "H", "H"], "positions_angstrom": [[0.444, -0.078, -0.023], [0.091, -0.206, 0.937], [-0.182, 0.559, -0.510], [0.554, -0.930, -0.599], [1.339, 0.412, 0.063], [0.477, 0.693, -4.029], [0.674, 2.446, -4.035], [2.108, 0.578, -3.396], [0.294, -1.030, -3.957], [-1.159, 0.848, -4.633], [1.000, 0.595, -5.672], [-0.171, 0.895, -2.398], [-3.364, -1.375, 0.120], [-3.457, -0.319, -0.972], [-2.964, -0.952, -2.278], [-3.385, -2.716, -2.140], [-2.166, -3.501, -2.055], [-4.493, -3.110, -2.979], [-4.076, -2.600, -0.447], [-3.695, -1.114, 1.125], [-2.308, -1.592, 0.330], [-2.827, 0.549, -0.769], [-4.482, 0.027, -1.124], [-1.879, -0.923, -2.364], [-3.404, -0.566, -3.194], [-3.826, -3.566, -0.014], [-5.135, -2.355, -0.474], [4.517, 2.725, -2.756], [5.177, 1.816, -1.674], [5.048, 2.602, -0.384], [3.284, 3.042, -0.411], [3.026, 4.267, 0.316], [2.537, 1.834, -0.082], [3.204, 3.286, -2.212], [4.350, 2.149, -3.664], [5.192, 3.546, -2.996], [6.218, 1.644, -1.936], [4.609, 0.892, -1.575], [5.670, 3.499, -0.349], [5.250, 2.117, 0.572], [3.124, 4.371, -2.275], [2.268, 2.850, -2.550], [-0.201, -4.223, 1.161], [0.307, -5.079, 0.000], [1.632, -4.755, -0.417], [1.904, -3.621, -1.460], [1.069, -2.412, -1.261], [3.458, -3.343, -1.280], [4.093, -2.388, -2.126], [5.585, -2.698, -2.175], [1.875, -4.329, -2.888], [0.667, -4.241, -3.668], [1.039, -3.944, -5.109], [-0.984, -3.604, 0.711], [-0.655, -4.785, 1.976], [0.533, -3.540, 1.587], [0.282, -6.109, 0.368], [-0.364, -5.095, -0.858], [3.658, -2.395, -3.127], [3.989, -1.378, -1.720], [6.044, -1.907, -2.773], [5.998, -2.594, -1.173], [5.742, -3.671, -2.633], [0.111, -5.179, -3.629], [-0.012, -3.448, -3.362], [0.149, -4.029, -5.746], [1.287, -2.896, -5.273], [1.750, -4.654, -5.530], [1.335, -4.135, 5.183], [1.045, -2.725, 4.715], [-0.312, -2.619, 4.240], [-0.722, -1.185, 3.699], [0.165, -0.626, 2.665], [-2.235, -1.348, 3.245], [-3.243, -1.935, 4.102], [-3.162, -3.433, 4.275], [-0.850, -0.266, 5.005], [-0.884, 1.172, 4.875], [-2.262, 1.684, 4.505], [0.449, -4.536, 5.679], [1.651, -4.782, 4.364], [2.172, -4.139, 5.881], [1.222, -2.032, 5.538], [1.725, -2.548, 3.879], [-3.127, -1.481, 5.091], [-4.189, -1.541, 3.738], [-2.414, -3.680, 5.028], [-4.063, -3.910, 4.661], [-2.871, -3.952, 3.360], [-0.484, 1.579, 5.803], [-0.130, 1.430, 4.125], [-2.209, 2.757, 4.303], [-2.578, 1.248, 3.559], [-2.959, 1.497, 5.319], [0.475, 5.599, 2.764], [-0.004, 4.197, 2.468], [-1.282, 4.327, 1.812], [-1.611, 3.554, 0.471], [-0.994, 2.224, 0.341], [-3.201, 3.571, 0.428], [-3.872, 3.440, -0.831], [-5.323, 3.851, -0.650], [-1.212, 4.569, -0.677], [0.024, 4.393, -1.423], [0.101, 5.550, -2.373], [-0.329, 6.145, 3.263], [1.341, 5.590, 3.427], [0.705, 6.136, 1.845], [0.718, 3.732, 1.792], [-0.136, 3.582, 3.356], [-3.432, 4.120, -1.564], [-3.758, 2.430, -1.226], [-5.864, 3.106, -0.069], [-5.345, 4.777, -0.069], [-5.756, 4.133, -1.607], [0.821, 4.457, -0.678], [0.062, 3.406, -1.878], [-0.850, 5.639, -2.901], [0.340, 6.475, -1.844], [0.865, 5.519, -3.152]], "forces_ev_per_a": [[-0.17, 0.33, 0.05], [0.15, -0.44, -0.22], [0.05, 0.27, 0.07], [0.16, -0.20, 0.44], [-0.08, 0.01, -0.22], [-0.68, 0.68, -0.64], [-0.01, -0.38, -0.14], [-0.34, -0.16, -0.08], [0.06, 0.24, 0.28], [0.30, 0.00, 0.39], [0.41, 0.00, 0.29], [0.18, -0.28, -0.31], [0.80, -0.57, 0.51], [0.11, 0.45, -0.35], [0.19, -0.68, -0.10], [-1.00, 0.17, 1.28], [-0.42, 0.18, -0.28], [0.61, 0.05, -0.47], [0.97, 0.48, -0.33], [-0.56, 0.37, -0.27], [0.05, -0.14, -0.39], [-0.09, 0.00, 0.18], [-0.06, -0.03, 0.22], [0.04, 0.04, -0.05], [-0.05, 0.06, 0.05], [-0.27, 0.07, 0.31], [-0.13, -0.54, -0.29], [-0.02, -0.56, -0.02], [-0.21, 0.70, -0.19], [-0.28, 0.27, 0.65], [0.56, -0.37, -0.46], [-0.11, -0.32, 0.02], [0.39, 0.63, 0.17], [-0.10, 0.62, 1.07], [-0.09, 0.05, -0.03], [0.05, 0.00, 0.03], [-0.03, -0.28, 0.05], [0.21, -0.16, -0.15], [-0.30, 0.22, -0.37], [-0.21, -0.47, -0.20], [0.08, -0.01, -0.32], [0.20, -0.28, -0.19], [-0.76, 0.84, -0.84], [-0.49, -0.83, 0.86], [0.61, -0.36, 0.42], [0.42, 0.88, -0.40], [0.13, -0.86, -0.45], [-0.68, -0.67, 0.44], [0.82, 0.49, -0.29], [-0.72, 0.59, -0.14], [-0.49, 0.73, 0.79], [-0.49, 0.16, -1.54], [-0.77, 0.05, -0.57], [-0.02, 0.26, 0.43], [0.13, -0.25, -0.10], [0.24, -0.15, -0.16], [0.72, -0.06, -0.32], [-0.09, 0.46, -0.01], [-0.08, -0.10, 0.06], [-0.43, -0.13, 0.11], [0.11, -0.20, -0.17], [0.10, -0.44, 0.01], [0.30, -0.04, 0.19], [0.26, -0.14, 0.32], [0.26, 0.02, 0.59], [-0.14, -0.28, 0.28], [0.66, -0.12, 0.28], [0.30, 0.21, 0.17], [-0.21, -0.21, 0.09], [0.96, -0.65, -0.10], [-0.08, 0.67, 0.13], [-0.75, 0.56, 0.34], [-0.43, -0.21, 0.29], [0.55, -0.79, -0.38], [-0.17, 0.69, 0.97], [0.45, -0.67, 0.02], [0.28, -0.69, 0.01], [0.69, 0.19, -0.53], [0.53, 0.17, -0.08], [0.16, -0.18, 0.03], [-0.37, -0.05, -0.08], [-0.10, 0.15, 0.13], [-0.18, 0.23, -0.20], [-0.12, 0.60, 0.09], [0.01, 0.08, -0.02], [-0.01, -0.34, -0.37], [0.19, 0.08, -0.17], [-0.35, 0.46, -0.25], [-0.12, 0.12, -0.09], [-0.37, -0.15, 0.22], [-0.23, 0.07, -0.17], [-0.01, 0.05, 0.25], [-0.20, -0.21, 0.15], [-0.21, -0.04, -0.17], [-0.43, 0.13, 0.47], [0.50, 0.34, -0.64], [-0.74, -0.45, -0.05], [-0.05, 0.10, -0.34], [-0.07, 0.08, 0.15], [0.76, 0.21, 0.51], [-0.39, 0.52, -0.77], [0.53, 0.37, 0.58], [-0.26, -0.30, -0.15], [0.52, 0.06, 0.64], [0.04, 0.63, -0.55], [0.08, 0.03, 0.06], [0.08, -0.02, -0.14], [0.14, -0.10, -0.03], [-0.14, -0.32, 0.14], [0.00, 0.06, 0.02], [0.24, -0.05, 0.17], [-0.05, -0.03, 0.19], [-0.33, -0.03, -0.36], [0.11, -0.05, 0.08], [-0.26, -0.58, -0.05], [0.15, -0.06, -0.17], [-0.28, 0.05, -0.17], [0.00, 0.17, 0.08], [-0.44, 0.00, 0.16], [0.09, -0.71, 0.13]], "lowdin_charge": [0.26, 0.06, 0.05, 0.06, 0.08, 0.77, -0.27, -0.25, -0.23, -0.26, -0.24, -0.27, -0.23, -0.21, -0.19, 0.70, -0.33, -0.33, -0.21, 0.10, 0.10, 0.09, 0.12, 0.07, 0.11, 0.10, 0.11, -0.19, -0.21, -0.22, 0.71, -0.34, -0.33, -0.21, 0.11, 0.11, 0.12, 0.09, 0.11, 0.11, 0.10, 0.06, -0.05, -0.24, -0.15, 0.43, -0.23, -0.16, -0.27, -0.06, -0.15, -0.27, -0.07, 0.06, 0.07, 0.07, 0.12, 0.10, 0.12, 0.10, 0.08, 0.08, 0.08, 0.12, 0.08, 0.08, 0.07, 0.08, -0.06, -0.26, -0.18, 0.42, -0.22, -0.19, -0.24, -0.07, -0.18, -0.25, -0.05, 0.08, 0.08, 0.08, 0.12, 0.12, 0.11, 0.12, 0.07, 0.08, 0.08, 0.12, 0.10, 0.07, 0.08, 0.08, -0.06, -0.25, -0.17, 0.41, -0.22, -0.16, -0.26, -0.06, -0.18, -0.25, -0.06, 0.08, 0.08, 0.08, 0.10, 0.10, 0.12, 0.10, 0.08, 0.08, 0.08, 0.09, 0.09, 0.08, 0.08, 0.08], "relative_energy_kcal_mol": 0.00, "total_energy_ha": -6944.16946, "homo_lumo_gap_ev": 10.23, "homo_energy_ev": -9.90}

2.
{"formula": "C8H10O2S", "method": "ωB97M-V/def2-TZVPD", "elements": ["C", "C", "C", "C", "C", "C", "C", "C", "O", "O", "S", "H", "H", "H", "H", "H", "H", "H", "H", "H", "H"], "positions_angstrom": [[0.856, 2.101, 0.514], [0.086, 0.754, 0.585], [1.944, 1.916, -0.250], [1.186, -0.212, 0.034], [1.837, -2.464, 1.194], [1.716, -1.312, 0.628], [-2.028, -1.162, -1.537], [-1.303, 1.172, -0.160], [-1.912, -1.051, 1.187], [2.057, 0.635, -0.691], [-2.507, -0.274, 0.041], [0.635, 2.932, 1.112], [-0.091, 0.397, 1.546], [2.645, 2.616, -0.807], [1.729, -3.292, 0.673], [2.264, -2.394, 2.229], [-2.301, -0.553, -2.401], [-2.920, -1.899, -1.755], [-0.939, -1.596, -1.406], [-1.257, 1.625, -1.230], [-1.697, 2.060, 0.494]], "forces_ev_per_a": [[1.36, -1.93, -0.19], [0.20, 1.44, -2.46], [-0.53, 0.79, -0.92], [1.15, 0.48, 1.24], [1.82, 3.96, 3.43], [-2.66, 2.80, -1.80], [-1.10, -1.46, 0.52], [0.13, 0.57, 0.76], [-0.65, 0.34, -0.86], [0.79, -1.02, -0.86], [1.39, -0.01, -0.48], [-0.51, 1.11, 0.32], [-0.90, -0.23, 1.58], [-0.93, -0.92, 1.34], [-0.69, -4.15, -1.96], [-0.42, -0.74, -0.97], [1.14, 0.74, 0.08], [2.13, 0.41, 1.18], [-2.42, 0.84, -0.63], [0.22, -1.26, 1.73], [0.47, -1.77, -1.05]], "nbo_charge": [-0.32, -0.28, 0.14, 0.19, -0.40, 0.05, -0.85, -0.61, -0.97, -0.50, 1.20, 0.22, 0.25, 0.22, 0.21, 0.23, 0.23, 0.24, 0.27, 0.25, 0.24], "relative_energy_kcal_mol": 129.60, "total_energy_ha": -859.29527, "homo_lumo_gap_ev": 8.88, "homo_energy_ev": -8.19}

3.
{"formula": "C2H8N4O", "method": "ωB97M-V/def2-TZVPD", "elements": ["C", "C", "H", "H", "H", "H", "H", "H", "H", "H", "N", "N", "N", "N", "O"], "positions_angstrom": [[-2.168, -0.378, 0.059], [-0.023, 0.807, -0.203], [-2.670, 0.401, 0.529], [-2.376, -0.474, -1.065], [-2.460, -1.356, 0.539], [0.738, -1.463, 0.123], [0.274, 2.739, -0.005], [1.871, 1.229, -0.694], [2.316, -0.190, 1.267], [2.652, -1.282, -0.103], [-0.711, -0.326, 0.170], [-0.458, 2.061, 0.018], [1.327, 0.396, -0.560], [1.927, -0.594, 0.355], [-0.238, -1.570, -0.431]], "forces_ev_per_a": [[0.82, -2.95, -1.78], [0.63, 1.65, 1.79], [-0.58, 1.61, 0.61], [-0.23, 0.34, 1.59], [0.19, 1.08, -0.52], [-2.34, -0.96, -1.48], [0.75, 0.30, -0.25], [0.62, 0.08, 0.14], [-0.76, -0.61, -1.87], [-1.73, 2.42, 0.75], [-1.29, -0.48, -0.92], [0.15, -4.28, -0.98], [0.15, 0.12, 0.68], [1.59, -0.06, -0.04], [2.04, 1.74, 2.28]], "nbo_charge": [-0.41, 0.55, 0.22, 0.19, 0.21, 0.48, 0.34, 0.36, 0.39, 0.40, -0.18, -0.76, -0.47, -0.70, -0.61], "relative_energy_kcal_mol": 115.30, "total_energy_ha": -375.12286, "homo_lumo_gap_ev": 8.94, "homo_energy_ev": -8.42}

4.
{"formula": "C4H14O4", "method": "ωB97M-V/def2-TZVPD", "elements": ["C", "C", "C", "C", "H", "H", "H", "H", "H", "H", "H", "H", "O", "H", "H", "O", "H", "H", "O", "H", "H", "O"], "positions_angstrom": [[1.037, -1.583, 0.863], [1.702, -1.809, -0.254], [1.149, -1.994, -1.627], [1.004, -0.980, -2.448], [-0.042, -1.686, 0.983], [1.340, -1.518, 1.903], [2.781, -1.946, -0.173], [0.962, -3.052, -1.772], [0.689, -1.147, -3.484], [1.221, 0.074, -2.426], [-0.491, 2.543, -0.718], [-2.040, 2.996, -0.717], [-1.307, 2.625, -0.233], [2.810, 0.129, 0.390], [2.829, 1.521, 1.031], [2.337, 0.692, 1.008], [-1.839, 0.160, -0.151], [-3.053, -0.304, 0.240], [-2.739, 0.472, -0.248], [-1.403, 1.003, 2.832], [-2.178, 1.584, 1.531], [-2.102, 0.893, 2.192]], "forces_ev_per_a": [[-1.67, -1.20, 1.07], [0.42, -0.07, 0.40], [0.57, 0.28, 2.09], [-0.57, -0.32, -2.75], [-0.24, 0.48, -1.08], [1.29, 0.14, -0.46], [0.10, 0.16, -0.09], [-0.31, 0.18, -1.01], [-0.22, -0.52, 0.29], [0.34, 0.16, 1.37], [-0.05, 0.27, -0.66], [0.21, -0.01, -0.70], [0.15, 0.11, 1.42], [-0.06, -0.02, -0.05], [0.00, -0.04, 0.05], [0.29, 0.80, 0.15], [1.07, 0.94, -0.45], [-1.23, 0.37, 0.03], [-0.37, -1.62, -0.09], [0.22, 0.68, -0.20], [0.65, 0.28, 0.02], [-0.61, -1.06, 0.64]], "nbo_charge": [-0.34, -0.27, -0.21, -0.38, 0.19, 0.21, 0.19, 0.22, 0.19, 0.20, 0.48, 0.49, -0.97, 0.47, 0.47, -0.94, 0.47, 0.46, -0.93, 0.47, 0.51, -0.99], "relative_energy_kcal_mol": 63.16, "total_energy_ha": -461.65562, "homo_lumo_gap_ev": 10.38, "homo_energy_ev": -9.87}